1.
Below is a structure of composition C23H15IN3O7Sn at a distorted geometry, with properties calculated with ωB97M-V with the def2-TZVPD basis set.

Structure (XYZ):
```
50
C23H15IN3O7Sn ωB97M-V with the def2-TZVPD basis set
Sn 0.862 1.831 -1.284
O -0.656 4.372 4.584
C -0.304 3.783 3.441
C 0.760 4.131 2.676
C 0.947 3.498 1.405
N 0.159 2.497 1.071
C -0.856 2.084 1.816
C -1.139 2.737 3.000
C -1.821 1.018 1.499
O -2.505 0.435 2.284
O -1.695 0.734 0.151
C 2.017 3.898 0.537
O 2.715 4.846 0.870
O 2.134 3.254 -0.540
H -0.073 5.110 4.787
H 1.441 4.869 3.023
H -1.990 2.623 3.613
N -4.213 -1.504 0.827
C -2.966 -1.300 0.594
C -1.903 -2.072 1.137
C -0.842 -2.354 0.329
C -0.702 -1.799 -0.942
C -1.512 -0.883 -1.494
C -1.606 -0.436 -2.877
C -2.603 0.286 -3.354
C -3.623 0.682 -2.392
N -3.661 0.357 -1.131
C -2.546 -0.360 -0.530
H -4.883 -0.986 0.271
H -4.670 -2.105 1.474
H -1.987 -2.466 2.153
H -0.091 -3.042 0.604
H 0.044 -2.156 -1.662
H -0.831 -0.843 -3.527
H -2.709 0.634 -4.403
H -4.483 1.398 -2.690
I 3.820 -6.042 -1.302
C 3.723 -4.088 -1.181
C 3.462 -3.505 0.060
C 3.133 -2.191 0.148
C 3.207 -1.417 -0.964
C 3.574 -1.940 -2.189
C 3.750 -3.317 -2.307
C 2.602 -0.120 -1.039
O 2.775 0.673 -2.014
O 1.777 0.214 -0.142
H 3.447 -4.227 0.890
H 2.944 -1.766 1.106
H 3.627 -1.340 -3.060
H 3.952 -3.708 -3.326
```

Results
* relative energy (zero: lowest compared OMol25 entry of this formula, charge and spin): 14.1 kcal/mol
* highest occupied orbital energy: -0.4047 Ha
* frontier orbital gap: 5.46 eV
* total charge: +1

---

2.
Below is a cluster of 2 separate species, C4H3IN2 in total at a distorted geometry, with properties calculated with ωB97M-V with the def2-TZVPD basis set.

Structure (XYZ):
```
10
C4H3IN2 ωB97M-V with the def2-TZVPD basis set
C 1.371 -1.476 1.531
C 1.263 -2.609 -1.041
C 0.076 0.061 0.034
C 1.350 -0.473 0.568
N 1.431 -2.225 2.411
N 1.245 -3.723 -1.278
I 3.227 0.263 -0.170
H -0.914 -0.416 0.434
H 0.175 1.109 0.527
H 0.048 0.202 -1.033
```

Results
* relative energy (zero: lowest compared OMol25 entry of this formula, charge and spin): 0.0 kcal/mol
* highest occupied orbital energy (spin up / spin down): -0.3293 / -0.3962 Ha
* frontier orbital gap (spin up / spin down): 8.30 / 6.35 eV
* total charge: 0
* 2S+1: 3

---

no.,DFT total energy (eV)
1,-56822.761
2,-15271.054